C22H35NO4P2Re as an isolated structure at a distorted geometry, computed with ωB97M-V/def2-TZVPD.

```
65
Properties=species:S:1:pos:R:3:lowdin_spin:R:1
Re 0.079 -0.486 2.013 1.66
P 0.274 -1.880 -4.610 0.34
P 0.089 1.307 -4.498 0.33
O 1.421 1.933 10.252 0.00
O -0.600 1.984 10.640 0.00
O 0.238 0.807 3.493 -0.01
O -1.974 0.594 3.936 0.03
N 0.295 1.913 9.853 0.00
C 1.241 2.747 -4.704 0.06
C -0.513 1.361 5.707 0.00
C 0.162 -1.953 3.481 0.03
C 0.743 1.043 0.536 0.07
C 1.307 -1.071 -0.809 0.01
C -1.568 1.484 6.626 0.00
C -0.123 -0.961 -6.184 0.02
C -1.422 0.260 -0.632 0.01
C -0.889 -3.310 -4.825 0.06
C -1.515 2.176 -4.847 0.05
C 0.360 0.495 -6.155 0.02
C -0.732 -1.929 0.522 0.02
C 1.075 1.647 7.531 0.00
C 1.724 0.360 -0.390 0.02
C -1.302 1.684 7.987 0.00
C -1.800 -1.195 -0.259 0.00
C 0.640 -1.854 0.310 0.02
C -0.644 0.978 0.458 0.08
C 0.023 1.755 8.459 0.00
C 0.810 1.455 6.172 0.00
C -0.782 1.019 4.292 0.01
C 1.848 -2.713 -5.135 0.05
H -0.852 0.277 -1.565 0.00
H -1.098 -2.754 1.131 0.01
H 2.656 -1.978 -5.196 0.00
H 1.894 0.975 -1.287 0.00
H -1.920 -2.964 -4.700 0.00
H -1.213 -0.985 -6.306 0.00
H 1.438 0.530 -6.358 0.00
H 2.684 0.307 0.135 0.00
H 2.276 2.392 -4.680 0.00
H -2.060 -1.756 -1.169 0.00
H -2.702 -1.176 0.362 0.00
H -0.691 -4.061 -4.053 0.00
H 1.647 1.342 5.495 0.00
H -2.596 1.400 6.302 0.00
H -1.736 2.868 -4.027 0.00
H 2.131 -3.456 -4.382 0.00
H 0.877 -1.688 4.267 0.01
H 0.438 -2.930 3.063 0.00
H -2.137 1.759 8.672 0.00
H -0.788 -3.780 -5.811 0.01
H 1.170 1.832 1.153 0.01
H 2.106 1.687 7.859 0.00
H 2.203 -1.613 -1.128 0.00
H 0.645 -1.035 -1.679 0.01
H -2.330 1.448 -4.895 0.00
H -1.482 2.740 -5.788 0.01
H -0.137 1.087 -6.935 0.01
H 0.311 -1.499 -7.038 0.01
H -1.206 1.701 1.046 0.01
H -0.828 -2.041 3.945 0.02
H 1.745 -3.212 -6.107 0.01
H -2.345 0.817 -0.827 0.00
H 1.256 -2.608 0.795 0.00
H 1.107 3.445 -3.871 0.00
H 1.070 3.282 -5.646 0.01
```

* gap between HOMO and LUMO (alpha / beta): 0.2037 / 0.1682 hartree
* relative energy (zero: lowest compared OMol25 entry of this formula, charge and spin): 0.0 kJ/mol
* net charge: +2
* 2S+1: 4
* calculated total energy: -53746.5519 eV
* E_LUMO (alpha / beta): -8.498 / -9.464 eV